Entry 1:
Here is a molecular structure, C27H30N5O5SeZr from OMol25. Energies are from ωB97M-V/def2-TZVPD.

Values from the calculation:
* E: -4145.201141 hartree
* HOMO: -10.8 eV
* gap between HOMO and LUMO: 5.842 eV
* total charge: +1
* ΔE to the lowest compared entry with this formula, charge and spin: 10.6 kcal/mol
* 2S+1: 1

CARTESIAN COORDINATES (ANGSTROEM)
Zr  0.80668  -0.17308  0.65528
N  0.36860  1.88461  1.80330
C  0.82067  1.93248  3.20664
C  2.09165  1.10549  3.30641
O  2.93488  1.33005  4.15205
N  2.14679  0.16654  2.32787
C  3.46776  -0.30071  1.96035
C  3.69895  0.04663  0.48643
O  4.74334  -0.06016  -0.08575
O  2.55177  0.41108  -0.13224
H  0.93170  2.52777  1.24852
H  -0.58030  2.22643  1.69365
H  0.04651  1.51800  3.85292
H  1.03692  2.94333  3.54894
H  3.58076  -1.38959  2.04155
H  4.24125  0.14670  2.58506
C  -2.32459  -1.56020  -0.33326
O  -0.93499  -1.84392  -0.12318
C  -0.53544  -2.98370  -0.88050
C  0.89833  -3.28229  -0.53661
O  1.64589  -2.06088  -0.57407
C  2.55281  -2.02041  -1.71079
H  -2.50746  -1.31030  -1.38009
H  -2.58624  -0.70810  0.28057
H  -2.91687  -2.43199  -0.04829
H  -0.64971  -2.77165  -1.94740
H  -1.17167  -3.83713  -0.62814
H  1.31314  -3.99907  -1.24460
H  0.97973  -3.70152  0.46199
H  1.98560  -2.20560  -2.62203
H  3.31863  -2.78161  -1.56697
H  3.00002  -1.03519  -1.74691
Se  -2.46667  -0.15240  3.59015
N  -2.00073  -1.39407  4.75705
C  -0.94818  -2.01983  4.27057
C  -0.20593  -3.06859  4.89547
C  0.87609  -3.53916  4.22886
C  1.23451  -3.01040  2.94602
N  0.57746  -2.07385  2.32569
C  -0.50033  -1.56035  2.98819
N  -1.15890  -0.55837  2.44915
H  -0.50440  -3.44407  5.86451
H  1.49593  -4.31984  4.64573
H  2.11208  -3.40889  2.44719
C  -4.35428  4.02943  -2.86653
C  -4.43114  4.03374  -1.48153
C  -3.54767  3.26623  -0.74162
C  -2.56273  2.49072  -1.35925
C  -2.50318  2.48980  -2.75547
C  -3.39241  3.25244  -3.49647
C  -1.66081  1.71771  -0.48048
C  -0.50234  1.08878  -0.71111
C  0.17325  1.06414  -2.03826
C  1.03216  2.09495  -2.42564
C  1.69281  2.04344  -3.63992
C  1.51665  0.95876  -4.49340
C  0.67042  -0.07278  -4.12023
C  0.01391  -0.02407  -2.89594
H  -5.04221  4.62446  -3.45213
H  -5.17896  4.63256  -0.97869
H  -3.61586  3.27231  0.34130
H  -1.76700  1.89273  -3.27162
H  -3.33324  3.23929  -4.57695
H  -2.06012  1.67097  0.53947
H  1.17395  2.94513  -1.76947
H  2.34927  2.85410  -3.92751
H  2.03223  0.92498  -5.44362
H  0.51071  -0.91120  -4.78749
H  -0.67952  -0.81076  -2.62674

Results of the natural (NBO) charge analysis, in e, for atoms 1 through 5: atom 1 (Zr): 2.325, atom 2 (N): -0.855, atom 3 (C): -0.313, atom 4 (C): 0.656, atom 5 (O): -0.603

***

Entry 2:
Here is C27H30O14 in the gas phase in a non-equilibrium geometry from OMol25. Energies are from ωB97M-V/def2-TZVPD.

Values from the calculation:
* E: -2100.238770 hartree
* HOMO: -8.6 eV
* gap between HOMO and LUMO: 8.520 eV
* total charge: 0
* SMILES: C[C@@H]1O[C@H](O[C@H]2[C@@H](Oc3cc(O)c4c(=O)cc(-c5ccc(O)cc5)oc4c3)O[C@@H](CO)[C@@H](O)[C@H]2O)[C@@H](O)[C@@H](O)[C@H]1O
* 2S+1: 1

CARTESIAN COORDINATES (ANGSTROEM)
C  -2.25429  -1.89814  1.23219
C  -2.29834  -1.16153  -0.09676
C  -2.72184  0.31465  0.06272
O  -4.09392  0.50482  -0.18343
H  -4.28602  0.13591  -1.06069
H  -2.56042  0.65274  1.09130
C  -1.90173  1.20299  -0.90004
C  -1.77593  0.48014  -2.25391
O  -3.04970  0.21723  -2.80851
H  -3.42365  1.06447  -3.08264
C  -1.03786  -0.85791  -2.05061
O  0.26059  -0.65672  -2.51017
C  1.17585  -1.74133  -2.60791
H  1.77194  -1.50402  -3.50064
C  2.19365  -1.76677  -1.43947
O  1.61430  -2.15752  -0.21375
C  1.40048  -1.24887  0.77952
C  1.25466  0.11334  0.56227
C  0.93324  0.93307  1.63728
C  0.79967  0.42180  2.93203
C  0.97949  -0.96773  3.14106
C  1.26848  -1.78520  2.05789
H  1.38804  -2.84457  2.21037
O  0.85832  -1.49358  4.35619
H  0.64844  -0.74675  4.98477
C  0.46135  1.30823  4.03809
O  0.33883  0.90242  5.20040
C  0.26514  2.68450  3.65214
C  0.39520  3.08904  2.36466
C  0.16454  4.46204  1.91079
C  -0.31807  4.69821  0.62370
C  -0.55210  5.98596  0.18837
C  -0.29656  7.06762  1.02564
C  0.19475  6.83854  2.31054
C  0.41798  5.55182  2.74632
H  0.81590  5.38868  3.73539
H  0.39537  7.68645  2.94532
O  -0.50662  8.34773  0.63917
H  -0.84294  8.37249  -0.26537
H  -0.93942  6.15469  -0.80729
H  -0.53912  3.86940  -0.02977
O  0.72909  2.24614  1.36642
H  -0.02369  3.38215  4.41971
H  1.32483  0.54819  -0.42040
O  3.24260  -2.62194  -1.75921
C  2.91105  -3.98195  -2.02055
C  2.65099  -4.80271  -0.73952
O  2.94855  -6.15875  -0.94020
H  2.45925  -6.45397  -1.72258
H  1.61870  -4.67763  -0.38953
H  3.32780  -4.44524  0.03993
C  1.77401  -4.12138  -3.06622
O  1.26669  -5.43130  -3.08535
H  0.48685  -5.42936  -2.50486
H  2.18891  -3.91599  -4.06043
C  0.59814  -3.14157  -2.81111
O  -0.19787  -3.63219  -1.76179
H  0.02448  -3.15583  -0.94557
H  -0.03826  -3.15111  -3.70882
H  3.83207  -4.38524  -2.45886
H  2.65932  -0.77834  -1.34711
O  -1.01822  -1.24413  -0.69878
H  -1.56906  -1.62766  -2.64231
H  -1.17521  1.08788  -2.94085
O  -2.52538  2.45218  -1.05599
H  -3.44232  2.34385  -0.75090
H  -0.89543  1.36134  -0.50397
H  -3.02589  -1.65316  -0.76535
H  -2.02074  -2.94601  1.06773
H  -1.48769  -1.46638  1.86901
H  -3.22125  -1.81822  1.72028

Results of the natural (NBO) charge analysis, in e, for atoms 1 through 5: atom 1 (C): -0.620, atom 2 (C): 0.075, atom 3 (C): 0.052, atom 4 (O): -0.729, atom 5 (H): 0.488

***

Entry 3:
Here is a molecular structure, C27H31AuIN4P from OMol25. Energies are from ωB97M-V/def2-TZVPD.

Values from the calculation:
* E: -2041.172301 hartree
* HOMO: -7.1 eV
* gap between HOMO and LUMO: 7.105 eV
* total charge: 0
* ΔE to the lowest compared entry with this formula, charge and spin: 0.0 kcal/mol
* 2S+1: 1

CARTESIAN COORDINATES (ANGSTROEM)
Au  0.73783  -1.12501  1.34724
N  1.72543  0.21191  0.21067
P  1.19836  -0.04483  -1.23386
C  -0.39585  0.75072  -1.67875
C  -0.93613  0.74710  -2.96351
C  -2.14763  1.37307  -3.21911
C  -2.83228  2.00966  -2.18963
C  -2.29248  2.03408  -0.91104
C  -1.07298  1.41362  -0.65569
C  2.36168  0.63651  -2.46941
C  3.22704  1.63876  -2.03046
C  4.13345  2.21688  -2.90914
C  4.19038  1.79215  -4.23039
C  3.34520  0.78266  -4.67064
C  2.43482  0.20671  -3.79299
C  0.97799  -1.77865  -1.81389
C  2.12546  -2.57438  -1.88426
C  2.03590  -3.92130  -2.20564
C  0.79214  -4.49438  -2.45466
C  -0.35458  -3.71658  -2.37095
C  -0.26236  -2.36616  -2.04735
H  -0.41180  0.25130  -3.77294
H  -2.55850  1.36738  -4.22167
H  -3.78295  2.49069  -2.38870
H  -2.82038  2.54325  -0.11200
H  -0.61659  1.45213  0.33068
H  3.18064  1.93298  -0.98841
H  4.80133  2.99637  -2.56337
H  4.90039  2.24008  -4.91536
H  3.40018  0.43849  -5.69636
H  1.79216  -0.59412  -4.14107
H  3.09082  -2.12553  -1.67714
H  2.93430  -4.52416  -2.27082
H  0.72058  -5.54289  -2.71866
H  -1.32484  -4.15891  -2.56469
H  -1.16320  -1.76847  -1.97350
C  -2.14322  3.62969  2.71384
C  -0.87405  3.14365  3.41058
C  -1.14748  2.93125  4.90209
C  0.23755  4.17224  3.23251
N  -0.40151  1.93136  2.72136
N  -1.09140  0.72373  2.96580
H  -2.49222  4.56727  3.15244
H  -2.95063  2.89722  2.80941
H  -1.94224  3.78880  1.65219
H  -1.37715  3.88620  5.38069
H  -0.27195  2.50508  5.40123
H  -2.00202  2.27167  5.07024
H  -0.09707  5.15938  3.55584
H  0.52894  4.22916  2.18112
H  1.11859  3.90053  3.82099
H  0.58430  1.77145  2.88619
H  -1.97604  0.75365  2.47389
H  -1.28291  0.56868  3.95273
I  -4.14860  -3.78460  3.38236
C  -2.26985  -3.93644  2.49950
C  -1.88057  -5.08962  1.84107
C  -0.61286  -5.12829  1.28660
C  0.20967  -4.02162  1.39554
N  -0.17856  -2.90158  2.02087
C  -1.39958  -2.86404  2.57279
H  -2.54980  -5.93588  1.76156
H  -0.26034  -6.00526  0.76082
H  1.20181  -4.00990  0.96513
H  -1.66434  -1.94486  3.07814

Results of the natural (NBO) charge analysis, in e, for atoms 1 through 5: atom 1 (Au): 0.565, atom 2 (N): -1.436, atom 3 (P): 1.713, atom 4 (C): -0.427, atom 5 (C): -0.201

***

Question: Which of these has the highest E?
Answer: C27H31AuIN4P

***

Question: Which of these has the highest HOMO?
Answer: C27H31AuIN4P